Entry 1
Below is a 2-piece molecular cluster, C10H20NO3 overall, with properties calculated with wB97M-V/def2-TZVPD.

Summary:
total charge: +1
orbital gap (alpha / beta): 7.76 / 7.01 eV
2S+1: 3

CARTESIAN COORDINATES (ANGSTROEM)
1 O -0.01363 -0.38456 -1.61810
2 O 0.98356 0.32796 0.33886
3 O 2.63490 0.37810 -1.21948
4 N -0.45090 -1.91072 0.45411
5 C -2.62689 0.47457 -0.65830
6 C -1.62132 -2.52718 -0.21116
7 C 2.95672 1.36373 0.90882
8 C 2.18708 0.70134 -0.14392
9 C 4.23640 1.60010 0.54858
10 C -0.05663 0.01389 -0.37106
11 C 0.74384 -2.70100 0.18464
12 C -0.72767 2.13605 -0.83794
13 C -1.40070 1.20081 1.37270
14 C -1.27623 0.88779 -0.13279
15 H 4.99030 1.87898 1.20008
16 H -2.54708 -2.33321 0.26337
17 H 2.60970 1.74448 1.85306
18 H -1.60205 -2.07122 -1.27849
19 H -2.30506 1.91355 1.66965
20 H -1.57213 -3.67475 -0.27481
21 H 0.43505 -3.67487 0.25073
22 H 4.50545 1.39310 -0.41939
23 H 1.10540 -2.39548 -0.81049
24 H -1.24250 2.13809 -1.86311
25 H -3.37522 1.32543 -0.28868
26 H 0.96751 -0.48468 -1.96649
27 H 0.30361 2.02236 -0.96851
28 H -2.67277 0.40123 -1.71779
29 H -1.01871 3.04539 -0.39148
30 H -0.59324 -1.89653 1.46688
31 H -0.58372 1.69229 1.79438
32 H -3.04662 -0.38794 -0.18604
33 H 1.43952 -2.56862 0.98580
34 H -1.36597 0.37157 2.06635



Entry 2
Below is an isolated ion of composition C10H20NO3 and charge +1, with properties calculated with wB97M-V/def2-TZVPD.

Summary:
total charge: +1
orbital gap (alpha / beta): 8.29 / 7.65 eV
2S+1: 3

CARTESIAN COORDINATES (ANGSTROEM)
1 O -0.57104 0.83354 -1.49684
2 O -2.38213 1.86679 -0.12375
3 O -1.01933 0.26436 0.75218
4 N 1.19813 0.95430 -0.01985
5 C -0.89533 -2.09234 -1.12303
6 C 1.48657 1.87204 -1.12528
7 C 0.34709 -1.28052 -0.68784
8 C -0.10037 0.17962 -0.47284
9 C -2.16602 1.00987 0.76413
10 C 1.02033 -1.94056 0.53902
11 C -3.11377 0.52323 1.76507
12 C 1.38826 -1.36250 -1.80103
13 C 1.09532 1.60031 1.35424
14 C -4.29726 1.14417 1.99884
15 H 0.48616 1.07729 2.08653
16 H -1.40974 -1.51837 -1.89909
17 H -1.53384 -2.31560 -0.35026
18 H -1.42899 1.43056 -1.20013
19 H -5.05831 0.54172 2.38873
20 H 0.89659 -3.02501 0.54190
21 H 0.80960 2.76161 -1.15876
22 H 1.34986 -2.36690 -2.17305
23 H -0.60721 -3.06243 -1.63811
24 H -4.54666 1.93244 1.26136
25 H 1.87466 0.21880 0.04861
26 H 2.09444 -1.63199 0.66577
27 H 2.56802 2.39713 -1.06537
28 H 0.57354 2.62980 1.37173
29 H 2.43392 -1.22018 -1.54781
30 H 1.18314 -0.70939 -2.63663
31 H 2.10548 1.79456 1.82061
32 H 0.46932 -1.54046 1.42318
33 H 1.53209 1.19675 -2.01521
34 H -2.76859 -0.32545 2.45561



Stability check: which of them is most stable? entry 2.



Entry 1
Below is a 4-piece molecular cluster, C3H14O4 overall, with properties calculated with wB97M-V/def2-TZVPD.

Summary:
orbital gap: 10.71 eV
structure (SMILES): CC(C)O.O.O.O

CARTESIAN COORDINATES (ANGSTROEM)
1 O -1.66607 0.63101 -2.20938
2 O 1.46222 2.00303 0.71369
3 O 0.48581 2.73778 -2.20290
4 O -0.96753 -0.91933 0.25735
5 C 1.24207 -1.98342 0.56579
6 C -0.35827 -1.55404 2.51720
7 C -0.13258 -1.84584 1.08734
8 H 0.20035 -2.24017 3.16409
9 H -1.15831 -0.09684 -2.69232
10 H 2.11797 -1.86974 1.26607
11 H 1.48405 -1.10802 -0.00554
12 H -1.44187 -1.82404 2.78984
13 H -0.06100 -0.61323 2.77363
14 H -2.36543 0.04060 -1.86021
15 H 1.62319 2.97072 0.60490
16 H 0.00962 3.43267 -2.57110
17 H 1.11862 1.80550 -0.15097
18 H -0.65315 -2.76982 0.76239
19 H 1.51858 -2.73725 -0.23397
20 H -1.31231 -0.22777 0.89243
21 H -0.10303 1.91723 -2.23128



Entry 2
Below is a 4-piece molecular cluster, C3H14O4 overall, with properties calculated with wB97M-V/def2-TZVPD.

Summary:
orbital gap: 10.79 eV
structure (SMILES): CCCO.O.O.O

CARTESIAN COORDINATES (ANGSTROEM)
1 O 0.48123 -0.49443 2.96086
2 O -2.02068 -0.16585 2.19319
3 O 1.08503 -1.33232 -0.02765
4 O -2.29549 -1.50920 -0.21750
5 C 1.34890 -0.00791 -0.57088
6 C 0.60786 0.42309 -1.80254
7 C 0.85181 1.83852 -2.13022
8 H 0.09120 -1.47646 -0.20627
9 H 0.64826 -1.22300 3.60417
10 H 1.71341 1.90468 -2.88544
11 H 0.91121 -0.17265 -2.79879
12 H 1.36459 2.43325 -1.27027
13 H -2.42450 -1.00606 0.66119
14 H -0.47875 0.08371 -1.67754
15 H -2.33576 0.67765 2.43316
16 H 2.39065 -0.26226 -0.84104
17 H 0.11922 2.55210 -2.16142
18 H -1.04981 -0.36000 2.53552
19 H 1.26260 0.57694 0.37173
20 H -3.23929 -1.61586 -0.34893
21 H 0.96829 -0.86396 2.17867



Entry 3
Below is a 4-piece molecular cluster, C3H14O4 overall, with properties calculated with wB97M-V/def2-TZVPD.

Summary:
orbital gap: 10.98 eV
structure (SMILES): CCCO.O.O.O

CARTESIAN COORDINATES (ANGSTROEM)
1 O 0.08763 -0.65670 -1.71574
2 O -3.48833 2.40343 -0.32699
3 O 0.05807 3.10575 -0.05697
4 O -2.80282 -1.74646 -0.69562
5 C 2.01669 -1.61797 1.67929
6 C 0.83468 -0.24804 -0.33031
7 C 1.73267 -1.46001 0.15966
8 H -0.01162 -0.05361 0.39714
9 H -2.58048 -2.30110 -1.48704
10 H 1.44880 0.68004 -0.23434
11 H 2.63747 -0.70627 2.17146
12 H 1.14964 -1.75299 2.35130
13 H 0.87977 3.30824 0.37424
14 H -0.58864 3.70884 0.38450
15 H -3.21836 1.76639 -0.97427
16 H 2.63575 -2.57423 1.76471
17 H -2.02691 -1.21861 -0.52901
18 H -2.60982 2.73281 -0.12330
19 H 2.67500 -1.28892 -0.43534
20 H 1.09725 -2.31835 -0.21663
21 H 0.07354 0.23777 -2.15675



Stability check: which of them is most stable? entry 1.



Entry 1
Below is one molecule with the formula CH2IOP, with properties calculated with wB97M-V/def2-TZVPD.

Summary:
orbital gap: 7.95 eV

CARTESIAN COORDINATES (ANGSTROEM)
1 I -2.50006 0.09721 -0.02708
2 P 0.87304 -0.60981 -0.01462
3 O 2.22915 -0.07409 0.13628
4 C -0.36755 0.55452 -0.09375
5 H 0.49680 -1.82386 0.63762
6 H -0.33452 1.56305 -0.66765



Entry 2
Below is a 2-piece molecular cluster, CH2IOP overall, with properties calculated with wB97M-V/def2-TZVPD.

Summary:
orbital gap (alpha / beta): 6.78 / 6.72 eV

CARTESIAN COORDINATES (ANGSTROEM)
1 I -0.26608 -3.01955 -2.40486
2 P 1.58614 -2.20901 -1.11952
3 O 0.51415 0.53814 0.40049
4 C -0.28949 1.30782 0.82337
5 H -0.06398 2.30840 1.30910
6 H -1.48074 1.07420 0.99143



Stability check: which of them is most stable? entry 1.